Molecular formula: C79H169N9O21
Method: DFT, ωB97M-V/def2-TZVPD

Last column: Löwdin charge in e.
Cartesian coordinates (Å):
C (-1.50, -1.95, 6.17)  -0.09
C (-2.78, -2.73, 6.26)  -0.23
C (-3.94, -1.85, 5.85)  -0.12
N (-5.29, -2.11, 6.56)  -0.28
C (-5.05, -2.46, 7.95)  -0.03
C (-6.15, -0.87, 6.43)  -0.07
C (-7.68, -1.31, 6.67)  -0.10
C (-7.58, -2.85, 6.44)  -0.17
C (-6.20, -3.09, 5.81)  -0.08
H (-1.22, -1.74, 5.17)  0.05
H (-0.65, -2.54, 6.57)  0.10
H (-1.56, -1.01, 6.69)  0.08
H (-2.85, -3.06, 7.32)  0.10
H (-2.74, -3.60, 5.54)  0.14
H (-4.14, -1.90, 4.76)  0.08
H (-3.80, -0.79, 6.16)  0.14
H (-6.00, -2.49, 8.49)  0.10
H (-4.69, -1.57, 8.50)  0.13
H (-4.60, -3.42, 8.16)  0.11
H (-5.79, -0.15, 7.19)  0.14
H (-5.98, -0.42, 5.45)  0.11
H (-8.09, -1.14, 7.66)  0.10
H (-8.41, -0.84, 6.00)  0.11
H (-7.70, -3.53, 7.33)  0.12
H (-8.41, -3.17, 5.79)  0.12
H (-5.86, -4.17, 5.97)  0.16
H (-6.08, -2.71, 4.77)  0.15
C (2.48, -2.40, -5.13)  -0.09
C (1.89, -1.43, -6.20)  -0.20
C (2.35, 0.03, -6.00)  -0.11
N (1.38, 1.13, -6.45)  -0.23
C (0.96, 1.04, -7.86)  0.01
C (1.92, 2.53, -6.10)  -0.09
C (0.85, 3.24, -5.33)  -0.13
C (-0.41, 2.35, -5.47)  -0.15
C (0.09, 0.93, -5.53)  -0.07
H (3.58, -2.41, -5.20)  0.07
H (2.25, -3.42, -5.46)  0.08
H (2.24, -2.14, -4.06)  0.09
H (0.80, -1.46, -6.07)  0.09
H (2.22, -1.79, -7.20)  0.12
H (3.34, 0.27, -6.48)  0.15
H (2.54, 0.22, -4.98)  0.10
H (0.48, 0.10, -8.07)  0.10
H (1.80, 1.26, -8.50)  0.11
H (0.22, 1.84, -7.99)  0.11
H (2.01, 2.99, -7.08)  0.12
H (2.85, 2.45, -5.52)  0.12
H (0.74, 4.35, -5.54)  0.15
H (1.15, 3.11, -4.32)  0.08
H (-1.02, 2.62, -6.34)  0.12
H (-1.04, 2.59, -4.59)  0.12
H (-0.48, 0.21, -6.06)  0.10
H (0.37, 0.44, -4.58)  0.14
C (-5.83, -6.59, -0.07)  -0.09
C (-4.67, -5.72, 0.51)  -0.20
C (-3.32, -6.30, 0.00)  -0.13
N (-2.09, -5.55, 0.37)  -0.24
C (-0.88, -6.30, -0.24)  0.04
C (-1.89, -5.47, 1.89)  -0.07
C (-1.66, -4.01, 2.29)  -0.12
C (-1.22, -3.46, 0.91)  -0.13
C (-2.17, -4.11, -0.11)  -0.07
H (-5.71, -7.61, 0.29)  0.08
H (-5.89, -6.62, -1.17)  0.07
H (-6.82, -6.21, 0.15)  0.07
H (-4.96, -5.65, 1.53)  0.10
H (-4.73, -4.68, 0.19)  0.06
H (-3.35, -6.39, -1.12)  0.16
H (-3.21, -7.31, 0.38)  0.13
H (-0.99, -6.16, -1.34)  0.11
H (-0.78, -7.36, 0.02)  0.12
H (-0.03, -5.77, 0.12)  0.04
H (-0.95, -6.08, 2.12)  0.15
H (-2.75, -5.96, 2.29)  0.11
H (-0.92, -3.76, 3.06)  0.11
H (-2.60, -3.56, 2.63)  0.08
H (-0.17, -3.59, 0.65)  0.10
H (-1.41, -2.36, 0.89)  0.11
H (-1.88, -4.03, -1.14)  0.10
H (-3.17, -3.76, -0.06)  0.08
C (6.14, -2.11, -2.83)  -0.06
C (4.93, -3.00, -2.58)  -0.21
C (4.97, -4.04, -1.44)  -0.09
N (4.00, -5.22, -1.51)  -0.24
C (2.57, -4.76, -1.36)  0.02
C (4.01, -5.99, -2.83)  -0.08
C (3.57, -7.42, -2.43)  -0.14
C (3.49, -7.45, -0.92)  -0.13
C (4.39, -6.24, -0.47)  -0.07
H (5.77, -1.10, -3.04)  0.07
H (6.86, -2.43, -3.57)  0.07
H (6.71, -2.07, -1.95)  0.04
H (4.73, -3.62, -3.41)  0.07
H (4.06, -2.43, -2.42)  0.08
H (4.76, -3.60, -0.42)  0.14
H (5.93, -4.49, -1.36)  0.11
H (2.44, -4.02, -2.12)  0.07
H (2.33, -4.32, -0.41)  0.08
H (1.86, -5.58, -1.56)  0.11
H (3.41, -5.52, -3.59)  0.12
H (5.04, -5.92, -3.15)  0.13
H (2.63, -7.55, -2.91)  0.10
H (4.21, -8.13, -2.93)  0.11
H (2.48, -7.32, -0.53)  0.09
H (3.78, -8.37, -0.42)  0.12
H (4.34, -5.81, 0.48)  0.09
H (5.52, -6.41, -0.63)  0.16
C (3.64, 3.96, 3.11)  -0.07
C (4.24, 5.16, 2.34)  -0.23
C (4.09, 4.86, 0.90)  -0.16
N (4.51, 6.02, -0.01)  -0.24
C (5.99, 6.32, 0.26)  0.01
C (3.63, 7.27, 0.23)  -0.08
C (3.61, 8.09, -1.07)  -0.12
C (3.90, 7.00, -2.15)  -0.14
C (4.37, 5.72, -1.49)  -0.09
H (3.89, 3.05, 2.60)  0.06
H (2.56, 4.21, 3.06)  0.08
H (3.99, 4.04, 4.13)  0.08
H (5.32, 5.30, 2.64)  0.13
H (3.69, 6.11, 2.52)  0.12
H (3.09, 4.71, 0.56)  0.07
H (4.64, 4.00, 0.46)  0.15
H (6.41, 7.11, -0.38)  0.11
H (6.66, 5.42, 0.19)  0.13
H (6.11, 6.62, 1.27)  0.07
H (3.96, 7.78, 1.12)  0.12
H (2.62, 6.82, 0.49)  0.14
H (4.25, 8.97, -1.17)  0.11
H (2.56, 8.42, -1.15)  0.11
H (4.66, 7.44, -2.79)  0.11
H (3.09, 6.73, -2.79)  0.10
H (5.34, 5.36, -1.85)  0.13
H (3.64, 4.81, -1.50)  0.14
C (-2.88, 5.83, 1.48)  -0.07
C (-2.13, 6.69, 0.40)  -0.20
C (-3.03, 6.88, -0.79)  -0.11
N (-2.37, 7.40, -2.07)  -0.23
C (-1.58, 6.27, -2.83)  0.07
C (-3.46, 7.86, -2.90)  -0.13
C (-3.96, 9.21, -2.24)  -0.10
C (-2.57, 9.83, -1.91)  -0.15
C (-1.60, 8.68, -1.78)  -0.10
H (-3.13, 4.87, 1.03)  0.05
H (-3.75, 6.25, 1.89)  0.05
H (-2.30, 5.63, 2.40)  0.08
H (-1.16, 6.26, 0.24)  0.08
H (-1.97, 7.66, 0.87)  0.10
H (-3.92, 7.46, -0.56)  0.12
H (-3.33, 5.84, -1.10)  0.12
H (-2.27, 5.46, -3.05)  0.06
H (-0.78, 5.88, -2.21)  0.06
H (-1.20, 6.72, -3.73)  0.10
H (-3.05, 8.05, -3.87)  0.13
H (-4.16, 7.03, -2.96)  0.12
H (-4.41, 9.82, -3.04)  0.12
H (-4.58, 9.10, -1.31)  0.12
H (-2.34, 10.46, -2.72)  0.09
H (-2.52, 10.40, -0.96)  0.13
H (-0.79, 8.80, -2.50)  0.13
H (-1.17, 8.68, -0.76)  0.12
C (-5.42, -2.18, -0.52)  -0.07
C (-5.01, -2.07, -2.01)  -0.21
C (-4.18, -0.80, -2.30)  -0.09
N (-4.12, -0.45, -3.76)  -0.26
C (-3.06, 0.57, -3.98)  0.02
C (-5.48, 0.10, -4.13)  -0.07
C (-5.88, -0.30, -5.59)  -0.08
C (-4.70, -1.26, -5.96)  -0.13
C (-3.92, -1.58, -4.69)  -0.13
H (-6.14, -2.99, -0.64)  0.07
H (-6.04, -1.31, -0.19)  0.10
H (-4.66, -2.30, 0.22)  0.04
H (-5.95, -2.02, -2.47)  0.08
H (-4.45, -2.93, -2.35)  0.10
H (-3.15, -0.96, -1.94)  0.14
H (-4.65, 0.07, -1.78)  0.15
H (-2.97, 0.83, -5.04)  0.11
H (-2.07, 0.19, -3.64)  0.09
H (-3.39, 1.35, -3.28)  0.08
H (-5.46, 1.10, -3.83)  0.07
H (-6.10, -0.45, -3.40)  0.12
H (-5.93, 0.59, -6.26)  0.12
H (-6.83, -0.75, -5.68)  0.09
H (-4.06, -0.67, -6.61)  0.10
H (-5.04, -2.15, -6.51)  0.12
H (-2.84, -1.79, -4.83)  0.12
H (-4.37, -2.45, -4.23)  0.11
C (5.03, -4.71, 5.96)  -0.09
C (5.92, -3.89, 5.09)  -0.25
C (5.04, -3.25, 4.08)  -0.14
N (5.59, -1.98, 3.44)  -0.21
C (6.07, -0.88, 4.45)  0.05
C (4.51, -1.42, 2.57)  -0.12
C (5.22, -0.64, 1.52)  -0.14
C (6.59, -1.32, 1.31)  -0.12
C (6.75, -2.24, 2.49)  -0.09
H (4.81, -5.65, 5.39)  0.10
H (4.05, -4.21, 6.07)  0.09
H (5.45, -5.10, 6.89)  0.08
H (6.65, -4.55, 4.53)  0.13
H (6.51, -3.19, 5.68)  0.10
H (4.12, -2.87, 4.51)  0.09
H (4.74, -3.86, 3.20)  0.12
H (6.91, -1.32, 4.98)  0.08
H (5.28, -0.60, 5.23)  0.12
H (6.47, 0.00, 3.94)  0.10
H (3.81, -0.95, 3.20)  0.12
H (4.10, -2.27, 2.08)  0.10
H (5.36, 0.43, 1.68)  0.11
H (4.70, -0.78, 0.61)  0.09
H (7.41, -0.62, 1.25)  0.12
H (6.46, -1.80, 0.37)  0.08
H (7.66, -2.14, 3.08)  0.13
H (6.78, -3.28, 2.26)  0.12
C (-1.97, 2.96, -0.76)  -0.06
C (-1.05, 1.96, -0.01)  -0.20
C (-1.09, 2.24, 1.46)  -0.13
N (-0.12, 1.40, 2.25)  -0.20
C (-0.10, 1.92, 3.62)  -0.03
C (-0.56, -0.12, 2.46)  -0.04
C (0.65, -0.86, 2.13)  -0.15
C (1.47, -0.04, 1.15)  -0.12
C (1.35, 1.36, 1.70)  -0.07
H (-1.73, 4.05, -0.50)  0.08
H (-3.00, 2.83, -0.44)  0.09
H (-1.89, 2.95, -1.81)  0.04
H (-0.06, 2.14, -0.45)  0.09
H (-1.37, 0.91, -0.30)  0.13
H (-2.07, 1.90, 1.76)  0.12
H (-0.83, 3.32, 1.60)  0.14
H (0.55, 1.32, 4.25)  0.07
H (-1.15, 1.87, 3.99)  0.12
H (0.25, 2.98, 3.65)  0.11
H (-0.88, -0.06, 3.44)  0.08
H (-1.31, -0.28, 1.70)  0.09
H (1.23, -1.03, 3.03)  0.10
H (0.52, -1.85, 1.69)  0.10
H (2.51, -0.37, 1.12)  0.10
H (1.15, -0.06, 0.11)  0.12
H (2.02, 1.55, 2.56)  0.12
H (1.54, 2.17, 1.00)  0.09
O (1.63, -0.23, 5.35)  0.01
C (2.44, -1.32, 5.58)  -0.80
O (2.11, -2.37, 4.98)  -0.05
O (3.33, -1.08, 6.44)  -0.04
H (2.11, 0.48, 5.83)  0.12
O (1.39, -4.37, 3.16)  0.04
C (2.11, -4.82, 2.03)  -0.71
O (1.63, -5.76, 1.37)  -0.04
O (3.23, -4.26, 1.81)  -0.08
H (1.99, -3.94, 3.77)  0.04
O (-5.05, 4.80, -2.32)  -0.01
C (-4.47, 3.62, -2.95)  -0.76
O (-3.39, 3.88, -3.51)  -0.04
O (-5.08, 2.59, -2.70)  -0.02
H (-5.99, 4.58, -2.37)  0.08
O (1.42, 4.05, -1.64)  0.03
C (1.07, 4.92, -0.74)  -0.86
O (1.22, 4.43, 0.41)  -0.06
O (0.73, 6.09, -1.05)  -0.06
H (1.75, 3.14, -1.25)  0.11
O (-5.26, -0.23, 3.10)  -0.02
C (-4.04, -0.73, 2.45)  -0.76
O (-3.67, -1.73, 3.03)  -0.02
O (-3.66, -0.12, 1.42)  -0.03
H (-5.56, 0.49, 2.52)  0.09
O (3.29, 2.29, -3.30)  0.02
C (3.35, 1.48, -2.16)  -0.78
O (3.13, 2.05, -1.10)  -0.02
O (3.85, 0.36, -2.36)  0.00
H (2.90, 3.13, -3.02)  0.05
O (-1.34, -3.90, -3.41)  -0.01
C (-0.58, -2.77, -3.04)  -0.77
O (0.27, -2.99, -2.18)  0.01
O (-0.84, -1.77, -3.79)  -0.09
H (-2.00, -3.65, -4.09)  0.08

Results
Total energy = -141059.01591 eV
LUMO energy = -2.51 eV
Total charge = +2
Max |F| = 4.89 eV Å⁻¹
Gap between HOMO and LUMO = 8.6 eV